Record 1
{"formula": "C30H78N6O9", "method": "ωB97M-V/def2-TZVPD", "species": ["C", "O", "C", "C", "C", "N", "H", "H", "H", "H", "H", "H", "H", "H", "H", "H", "H", "C", "O", "C", "C", "C", "N", "H", "H", "H", "H", "H", "H", "H", "H", "H", "H", "H", "C", "O", "C", "C", "C", "N", "H", "H", "H", "H", "H", "H", "H", "H", "H", "H", "H", "C", "O", "C", "C", "N", "C", "C", "O", "C", "H", "H", "H", "H", "H", "H", "H", "H", "H", "H", "H", "H", "H", "H", "H", "C", "O", "C", "C", "N", "C", "C", "O", "C", "H", "H", "H", "H", "H", "H", "H", "H", "H", "H", "H", "H", "H", "H", "H", "C", "O", "C", "C", "N", "C", "C", "O", "C", "H", "H", "H", "H", "H", "H", "H", "H", "H", "H", "H", "H", "H", "H", "H"], "coordinates": [[-10.56189, 5.22448, 1.51257], [-10.64484, 6.63816, 1.49525], [-10.03438, 7.21715, 0.34055], [-10.76355, 8.50492, -0.04364], [-12.20077, 8.26805, -0.56434], [-9.96978, 9.20298, -1.07279], [-11.00266, 4.82282, 0.59418], [-11.11883, 4.86241, 2.37281], [-9.50819, 4.93234, 1.56513], [-8.99149, 7.41979, 0.59730], [-10.12026, 6.54400, -0.51699], [-10.83275, 9.19391, 0.80252], [-12.87692, 8.00097, 0.25253], [-12.24474, 7.41580, -1.24833], [-12.67377, 9.12925, -1.03734], [-9.27232, 8.55380, -1.47544], [-10.57858, 9.59447, -1.77403], [-1.14567, 10.00732, 0.86525], [-2.12782, 9.00574, 1.17825], [-1.46300, 7.79632, 1.48880], [-2.53621, 6.71569, 1.61482], [-3.67986, 6.93560, 2.61075], [-1.96895, 5.33611, 1.78116], [-0.23689, 9.77545, 1.42237], [-1.60286, 10.97632, 1.04127], [-0.83088, 9.95290, -0.18256], [-0.88313, 7.50017, 0.60714], [-0.78270, 7.85862, 2.34356], [-2.99469, 6.59236, 0.63018], [-4.44102, 6.15737, 2.51454], [-4.28941, 7.80499, 2.34517], [-3.30079, 7.02610, 3.62819], [-1.68322, 5.18978, 2.74811], [-2.79677, 4.74887, 1.72851], [-4.49900, 14.84280, 6.11146], [-4.28678, 14.09250, 4.93885], [-5.31088, 14.15973, 3.98232], [-6.65993, 13.61782, 4.42841], [-6.56148, 12.29041, 5.13597], [-7.34193, 13.30557, 3.13604], [-3.54308, 14.84727, 6.62813], [-5.23634, 14.40872, 6.80096], [-4.94065, 15.83205, 5.95056], [-5.34056, 15.12060, 3.45291], [-5.00260, 13.51660, 3.15057], [-7.33545, 14.32148, 4.91687], [-7.49904, 11.74055, 5.15576], [-6.08937, 12.36834, 6.12284], [-5.85085, 11.65026, 4.60353], [-6.96688, 12.71610, 2.40392], [-8.32693, 13.23539, 3.32798], [-8.39849, 14.75438, -0.05124], [-8.49780, 14.37419, -1.39695], [-9.45195, 13.35846, -1.62901], [-10.84594, 13.58747, -1.02021], [-11.33378, 14.91321, -1.38714], [-12.64850, 15.18056, -0.78884], [-13.58765, 16.09730, -1.58412], [-13.94041, 17.23682, -0.82695], [-14.69826, 18.17491, -1.57945], [-7.76859, 15.61561, 0.15656], [-7.99169, 13.92067, 0.53716], [-9.36009, 14.90643, 0.45216], [-9.09438, 12.37909, -1.28779], [-9.64610, 13.21268, -2.69101], [-10.88981, 13.54084, 0.07737], [-11.48554, 12.77910, -1.37754], [-10.69624, 15.65343, -1.13947], [-12.42481, 15.67873, 0.16142], [-13.15806, 14.24081, -0.58002], [-14.41101, 15.56131, -2.06973], [-13.02368, 16.43041, -2.46641], [-14.18371, 18.84584, -2.26997], [-15.22225, 18.81768, -0.87214], [-15.46858, 17.60097, -2.10164], [-6.45691, 3.97174, -0.30216], [-6.33167, 3.11348, -1.44137], [-6.96411, 3.55805, -2.65959], [-8.46436, 3.71285, -2.46296], [-9.21087, 3.65831, -3.73640], [-10.63619, 3.42005, -3.54967], [-11.30980, 2.86113, -4.79909], [-10.52193, 1.86049, -5.41162], [-10.31361, 1.97937, -6.80498], [-7.48289, 4.27681, -0.09194], [-5.77983, 4.82523, -0.37529], [-6.10593, 3.28825, 0.47048], [-6.74980, 2.74031, -3.34775], [-6.40351, 4.42102, -3.01583], [-8.72709, 4.67972, -2.01668], [-8.86993, 3.06885, -1.67389], [-8.96629, 2.93453, -4.40470], [-11.19366, 4.35802, -3.44011], [-10.89105, 2.74285, -2.72761], [-11.60382, 3.65131, -5.49943], [-12.30204, 2.51280, -4.48846], [-11.28285, 2.01044, -7.30983], [-9.78711, 1.06097, -7.06217], [-9.70510, 2.82615, -7.13410], [-9.23147, 7.27976, -3.66995], [-8.43819, 7.45540, -2.50359], [-7.05670, 7.45121, -2.78099], [-6.32783, 7.82244, -1.50059], [-6.66670, 9.17661, -1.08293], [-5.65612, 9.62627, -0.13040], [-5.98577, 10.97158, 0.48709], [-6.51134, 10.87870, 1.80230], [-7.61024, 10.11829, 2.19877], [-9.09153, 6.29057, -4.11862], [-8.98102, 7.97069, -4.47964], [-10.28726, 7.38076, -3.42882], [-6.76658, 7.91483, -3.72502], [-6.82050, 6.37523, -2.85075], [-5.24630, 7.78727, -1.64665], [-6.55070, 7.12389, -0.68074], [-7.60444, 9.22493, -0.70412], [-4.64419, 9.82748, -0.49561], [-5.50990, 8.86623, 0.65032], [-6.78982, 11.38549, -0.13788], [-5.12636, 11.62230, 0.62700], [-7.61520, 10.07510, 3.28499], [-7.46694, 9.07803, 1.87156], [-8.55321, 10.49050, 1.78324]], "lumo_ev": 0.56, "e_homo_ha": -0.3042, "relative_energy_kcal_mol": 46.4, "total_charge": 0, "energy_ev": -59734.6149, "molar_mass_g_mol": 666.987, "largest_force_ha_per_bohr": 0.057, "homo_lumo_gap_ev": 8.84, "smiles": "COC[C@H](C)N.COC[C@H](C)N.COC[C@H](C)N.COCCNCCOC.COCCNCCOC.COCCNCCOC"}

Record 2
{"formula": "C12H40O8", "method": "ωB97M-V/def2-TZVPD", "species": ["C", "C", "O", "H", "H", "H", "H", "H", "H", "C", "C", "O", "H", "H", "H", "H", "H", "H", "C", "C", "O", "H", "H", "H", "H", "H", "H", "C", "C", "O", "H", "H", "H", "H", "H", "H", "C", "O", "H", "H", "H", "H", "C", "O", "H", "H", "H", "H", "C", "O", "H", "H", "H", "H", "C", "O", "H", "H", "H", "H"], "coordinates": [[1.29638, -0.38756, -3.73979], [1.39026, -0.78209, -5.16181], [2.19106, -1.94945, -5.20500], [0.71174, -1.08775, -3.08161], [0.88160, 0.59479, -3.70998], [2.29187, -0.38147, -3.41497], [1.87533, 0.02817, -5.78449], [0.37205, -0.84866, -5.68133], [2.65744, -1.93755, -6.03073], [-0.27960, 1.58879, 0.51452], [-0.08947, 0.48313, -0.52949], [-0.89073, -0.62847, -0.10970], [0.12793, 1.14787, 1.40867], [-1.37454, 1.73544, 0.59559], [0.21481, 2.57101, 0.24036], [1.04599, 0.22630, -0.61434], [-0.41493, 0.77575, -1.59028], [-0.76459, -1.35194, -0.74755], [2.68319, 0.12596, 2.48553], [1.84755, -1.07219, 2.21213], [1.72892, -1.83108, 3.36605], [3.74545, -0.10862, 2.43858], [2.42838, 0.45704, 3.46809], [2.55733, 0.89376, 1.72187], [2.29166, -1.69880, 1.41823], [0.88358, -0.80072, 1.86615], [1.16700, -2.64418, 3.20625], [-4.30857, 2.04957, -0.68706], [-3.87688, 0.60981, -0.80246], [-3.36149, 0.19577, 0.40949], [-3.50275, 2.71469, -0.24140], [-5.29122, 2.20650, -0.15384], [-4.44704, 2.56040, -1.63049], [-3.08557, 0.67264, -1.59124], [-4.72817, 0.06503, -1.05856], [-2.40586, -0.12322, 0.27475], [3.85941, 0.11605, -0.96198], [3.34433, -1.20820, -0.79456], [3.50554, 0.61340, -1.81137], [4.87717, 0.00258, -1.23002], [3.71638, 0.72392, -0.06517], [3.91550, -1.66382, -0.18050], [0.38833, 2.62521, 4.37033], [0.54179, 1.34579, 4.95838], [0.94172, 2.58651, 3.48440], [0.75788, 3.45036, 4.98614], [-0.57747, 2.87714, 4.00658], [-0.00486, 0.73099, 4.51899], [-2.08368, -2.04121, -2.75317], [-1.28775, -2.71348, -1.85693], [-1.56848, -1.89576, -3.69991], [-2.17887, -1.06231, -2.36704], [-3.06570, -2.53020, -2.92498], [-1.18844, -3.59605, -2.17141], [-1.74322, -0.09857, 3.26802], [-0.96537, -0.81256, 4.23401], [-1.28585, -0.27124, 2.25475], [-1.77385, 0.98267, 3.47081], [-2.75142, -0.48779, 3.20418], [-0.94120, -1.74212, 4.00030]], "lumo_ev": 0.39, "e_homo_ha": -0.3503, "relative_energy_kcal_mol": 114.2, "total_charge": 0, "energy_ev": -29468.3220, "molar_mass_g_mol": 312.444, "largest_force_ha_per_bohr": 0.060, "homo_lumo_gap_ev": 9.93, "smiles": "CCO.CCO.CCO.CCO.CO.CO.CO.CO"}

Record 3
{"formula": "C4H8NO5P", "method": "ωB97M-V/def2-TZVPD", "species": ["C", "C", "C", "C", "N", "O", "O", "O", "O", "O", "P", "H", "H", "H", "H", "H", "H", "H", "H"], "coordinates": [[-2.02926, 1.25761, 1.13206], [-0.70228, -0.35637, -0.87546], [1.38420, -1.34291, -1.88934], [-0.77801, 1.22695, 0.35599], [0.23707, -1.68995, -0.97717], [-2.16019, 0.53160, 2.15125], [1.90987, 0.28093, 0.44279], [1.34693, 2.20019, 1.94800], [-3.02527, 1.85175, 0.59310], [0.42541, -0.23283, 2.34179], [0.88671, 0.96849, 1.25110], [-1.56294, -0.94353, -0.44786], [0.70640, -1.74239, -0.00243], [-0.73617, 0.06875, -1.80152], [1.72023, -0.31599, -1.74911], [2.27069, -2.09851, -1.61780], [1.22002, -1.51166, -2.99769], [-0.60712, 1.93030, -0.42279], [-0.50628, -0.08242, 2.56507]], "lumo_ev": 6.25, "e_homo_ha": -0.0427, "relative_energy_kcal_mol": 84.4, "total_charge": -2, "energy_ev": -25294.5483, "molar_mass_g_mol": 181.084, "largest_force_ha_per_bohr": 0.121, "homo_lumo_gap_ev": 7.42}

Record 4
{"formula": "C37H49InN3O2P3S4", "method": "ωB97M-V/def2-TZVPD", "species": ["In", "S", "P", "C", "P", "S", "C", "C", "C", "C", "C", "C", "C", "C", "C", "C", "C", "C", "C", "C", "C", "C", "C", "C", "C", "C", "C", "C", "C", "C", "H", "H", "H", "H", "H", "H", "H", "H", "H", "H", "H", "H", "H", "H", "H", "H", "H", "H", "H", "H", "C", "C", "N", "C", "C", "N", "C", "C", "N", "H", "H", "H", "H", "H", "H", "H", "H", "H", "H", "H", "H", "H", "H", "H", "C", "C", "C", "O", "P", "S", "S", "O", "C", "C", "C", "H", "H", "H", "H", "H", "H", "H", "H", "H", "H", "H", "H", "H", "H"], "coordinates": [[-0.35107, -0.41646, -0.34101], [2.19993, 0.33967, 2.03444], [2.90755, -0.96135, -0.87739], [1.33165, -1.30504, -1.56997], [0.70667, -0.55370, -2.99010], [-0.10491, 1.26957, -2.70436], [-0.51009, -1.71301, -3.71742], [-1.00005, -1.44674, -4.99995], [-1.80209, -2.36620, -5.65197], [-2.14133, -3.56089, -5.02018], [-1.68997, -3.81705, -3.73708], [-0.86652, -2.89759, -3.08979], [1.94745, -0.60293, -4.31105], [2.40966, -1.85530, -4.71517], [3.35279, -1.96034, -5.72362], [3.83366, -0.81174, -6.34361], [3.37000, 0.43454, -5.94974], [2.42720, 0.54233, -4.93308], [3.97279, 0.06328, -1.95566], [4.99257, -0.45013, -2.75605], [5.82770, 0.39919, -3.47373], [5.65650, 1.77420, -3.40431], [4.64229, 2.29965, -2.61221], [3.81526, 1.45076, -1.88967], [3.81659, -2.55461, -0.83615], [4.87529, -2.65989, 0.06636], [5.59782, -3.84094, 0.19370], [5.25924, -4.94485, -0.57847], [4.20041, -4.85895, -1.47680], [3.48620, -3.67279, -1.60354], [-0.73255, -0.51952, -5.49642], [-2.16346, -2.15600, -6.65160], [-2.76131, -4.28760, -5.53274], [-1.96543, -4.73676, -3.23445], [-0.46699, -3.11590, -2.10822], [2.01575, -2.75076, -4.24808], [3.70479, -2.93623, -6.03350], [4.56981, -0.89132, -7.13418], [3.74297, 1.32947, -6.43163], [2.05668, 1.51225, -4.62386], [5.13661, -1.52226, -2.81783], [6.61068, -0.01763, -4.09620], [6.30996, 2.43316, -3.96300], [4.50093, 3.37219, -2.55260], [3.02838, 1.86688, -1.26936], [5.13940, -1.79940, 0.67527], [6.41856, -3.90018, 0.89869], [5.81476, -5.86971, -0.47881], [3.93057, -5.71899, -2.07949], [2.64739, -3.61052, -2.28799], [-1.75768, -0.76312, 2.99486], [-1.01072, -2.01177, 2.52469], [0.22944, -1.63847, 1.81101], [1.23842, -1.03221, 2.70161], [1.03000, 1.69886, 2.05039], [0.11998, 1.73893, 0.89172], [-1.16817, 2.39763, 1.19269], [-1.92338, 1.61695, 2.25579], [-1.93939, 0.20756, 1.91807], [-1.19964, -0.27854, 3.79826], [-2.71018, -1.07873, 3.42798], [-1.63843, -2.57839, 1.83832], [-0.80310, -2.64851, 3.39016], [0.61757, -2.44317, 1.32958], [1.99534, -1.75597, 3.00445], [0.74058, -0.68297, 3.60469], [1.65204, 2.59318, 2.10795], [0.43788, 1.65304, 2.96034], [0.55736, 2.20246, 0.09984], [-1.74267, 2.42737, 0.26349], [-1.03952, 3.43071, 1.53049], [-2.92679, 2.03751, 2.35443], [-1.44509, 1.74971, 3.22686], [-2.77510, -0.02663, 1.39570], [-4.55147, 2.53204, -2.18104], [-3.92620, 1.16265, -2.29780], [-3.61706, 0.79858, -3.72729], [-4.87193, 0.24354, -1.68485], [-4.61068, -1.29767, -1.35583], [-6.01477, -1.97266, -0.22993], [-2.80032, -1.41395, -0.39976], [-4.46209, -2.03064, -2.75743], [-5.61770, -2.62844, -3.43022], [-5.70536, -2.04371, -4.82082], [-5.43196, -4.12571, -3.40778], [-3.84684, 3.29145, -2.52778], [-4.82523, 2.74756, -1.14706], [-5.45354, 2.58903, -2.79420], [-3.01053, 1.13008, -1.70339], [-4.52314, 0.85954, -4.33654], [-3.21264, -0.20305, -3.81539], [-2.87407, 1.49133, -4.12143], [-6.51126, -2.36640, -2.86630], [-4.76282, -2.17132, -5.35646], [-5.93501, -0.97816, -4.78275], [-6.49855, -2.54605, -5.37974], [-4.51660, -4.40403, -3.93614], [-6.27998, -4.61493, -3.89333], [-5.36848, -4.48156, -2.37903]], "lumo_ev": -0.20, "e_homo_ha": -0.2349, "relative_energy_kcal_mol": 91.8, "total_charge": 0, "energy_ev": -124113.5322, "molar_mass_g_mol": 903.826, "largest_force_ha_per_bohr": 0.026, "homo_lumo_gap_ev": 6.19}